No. 1
{"formula": "C4H6Br2N3", "method": "ωB97M-V/def2-TZVPD", "species": ["C", "C", "C", "C", "N", "N", "N", "Br", "Br", "H", "H", "H", "H", "H", "H"], "coordinates": [[0.85140, -1.24522, 0.79952], [0.11275, 1.09224, -1.48063], [0.96173, -0.91039, -0.46583], [-0.42784, 0.50400, 2.14244], [0.89148, 0.24281, -1.13233], [0.12831, -0.47103, 1.71118], [-0.93415, 1.42918, 2.82022], [0.26174, -1.52127, -4.07799], [-1.76337, 1.03861, -1.51732], [1.26134, -2.10343, 1.14217], [0.50958, 1.98722, -1.91937], [1.50916, -1.61322, -1.14305], [-0.95615, -1.74123, -3.27940], [-0.42318, 1.73367, 3.71822], [-1.98282, 1.57808, 2.68216]], "forces_ev_per_a": [[-1.904, 2.356, 0.730], [-1.254, 2.049, -1.364], [2.031, -0.927, -3.127], [3.378, -5.581, -2.298], [1.267, -1.115, 1.894], [-1.544, 3.453, 1.002], [-2.052, 2.196, 2.299], [-0.997, -0.196, 0.680], [-0.542, -0.212, 0.243], [0.751, -2.564, 1.195], [-0.115, 0.569, -0.217], [-0.650, 0.034, 0.910], [0.961, 0.149, -0.712], [-1.280, -0.322, -1.904], [1.950, 0.112, 0.670]], "homo_lumo_gap_ev": 8.748, "multiplicity": 1, "max_force_ev_per_a": 6.92, "e_lumo_ev": -4.40, "e_tot_ha": -5467.96347, "charge": 1}

No. 2
{"formula": "C4H6Br2O2", "method": "ωB97M-V/def2-TZVPD", "species": ["C", "C", "C", "C", "O", "O", "Br", "Br", "H", "H", "H", "H", "H", "H"], "coordinates": [[0.64121, -1.04592, 0.39003], [-0.38598, -0.25333, 0.29674], [0.88782, -2.40599, -0.28877], [-0.61786, 2.01244, 0.36328], [-1.91430, 2.24813, 0.59991], [-0.18282, 2.26327, -0.90380], [2.34269, -0.08288, 0.72141], [-2.18448, -0.71865, 0.03925], [1.47493, -2.07145, -1.19209], [0.04892, -2.91365, -0.65190], [1.53852, -3.11096, 0.24373], [-0.03608, 2.33570, 1.17649], [-2.39225, 1.63936, 0.02746], [0.77970, 2.10393, -0.82174]], "forces_ev_per_a": [[0.949, -0.953, -1.202], [-1.207, 3.503, 1.206], [2.440, 1.747, -0.101], [-0.884, -2.147, -1.049], [1.302, -0.261, -0.197], [0.434, 0.008, 1.185], [-0.559, -0.365, -0.016], [-0.058, -0.781, -0.356], [-0.450, -0.650, 0.674], [-1.628, -0.449, -0.195], [-0.248, 0.395, 0.196], [1.057, 0.152, 0.836], [-0.787, -0.251, -0.414], [-0.361, 0.052, -0.568]], "homo_lumo_gap_ev": 9.156, "multiplicity": 1, "max_force_ev_per_a": 3.90, "e_lumo_ev": 0.38, "e_tot_ha": -5454.40679}

No. 3
{"formula": "C4H6BrCl", "method": "ωB97M-V/def2-TZVPD", "species": ["C", "C", "C", "C", "Cl", "Br", "H", "H", "H", "H", "H", "H"], "coordinates": [[-0.77556, 0.72585, -1.33914], [-1.31801, -0.01675, -0.37959], [2.82651, -0.74271, -0.51009], [-0.97964, -0.07656, 1.05581], [2.71167, -1.76129, 0.78782], [3.30421, 1.02538, 0.14076], [-0.00039, 1.51370, -1.28857], [-1.07983, 0.46879, -2.29095], [-2.03500, -0.73930, -0.70425], [-1.91597, -0.29916, 1.68557], [-0.41929, 0.81092, 1.42277], [-0.31869, -0.90886, 1.41986]], "forces_ev_per_a": [[0.834, 0.503, 1.446], [1.035, 0.027, -0.068], [0.233, 1.173, -0.451], [-0.247, -0.284, 2.474], [-0.113, -0.668, 0.699], [-0.173, -0.495, -0.266], [-0.538, -0.616, 0.494], [-0.635, -0.089, -2.088], [-0.451, -0.438, -0.179], [1.206, 0.862, -0.797], [-0.750, -0.245, -0.211], [-0.401, 0.271, -1.053]], "homo_lumo_gap_ev": 8.314, "multiplicity": 1, "max_force_ev_per_a": 2.50, "e_lumo_ev": -1.24, "e_tot_ha": -3190.06328}

No. 4
{"formula": "C4H6BrCl", "method": "ωB97M-V/def2-TZVPD", "species": ["C", "C", "C", "C", "Cl", "Br", "H", "H", "H", "H", "H", "H"], "coordinates": [[0.02859, -1.53750, 2.17744], [0.47130, -1.48992, 0.99950], [-0.73366, -1.27604, -0.80620], [-1.87768, -0.35498, -0.61629], [-1.37367, 1.16564, 0.38859], [2.21173, -1.94983, 0.25393], [0.64635, -1.74079, 2.97934], [-1.03861, -1.28396, 2.20431], [-0.18240, -1.04145, -1.77253], [-1.10441, -2.28053, -0.85053], [-2.40265, -0.82537, 0.17623], [-2.53969, 0.04610, -1.34813]], "forces_ev_per_a": [[-2.766, 0.658, 0.709], [0.610, -0.105, -7.908], [2.083, 0.477, 0.185], [0.919, 0.950, 3.355], [-0.097, -0.344, -0.930], [-0.908, 0.341, 0.859], [0.844, -0.402, 1.797], [0.418, -0.123, 0.814], [0.266, -0.321, 1.775], [-0.019, -0.623, 0.023], [-1.380, -0.334, 0.329], [0.030, -0.172, -1.008]], "homo_lumo_gap_ev": 9.896, "multiplicity": 1, "max_force_ev_per_a": 7.93, "e_lumo_ev": 0.19, "e_tot_ha": -3190.07410}

No. 5
{"formula": "C4H6BrF", "method": "ωB97M-V/def2-TZVPD", "species": ["C", "C", "C", "C", "F", "Br", "H", "H", "H", "H", "H", "H"], "coordinates": [[-1.01885, 0.19226, -0.09293], [-1.12199, 1.51136, -0.00719], [1.31019, -0.69798, -0.40767], [0.24207, -0.60093, 0.63845], [-2.08650, 2.02280, -0.80342], [-0.40874, -2.27418, 1.30866], [-1.55579, -0.47686, -0.62758], [-0.70293, 2.37404, 0.48765], [1.84982, 0.23700, -0.38492], [0.82153, -0.95150, -1.27339], [2.05112, -1.44337, -0.30711], [0.62008, 0.10737, 1.46945]], "forces_ev_per_a": [[5.125, -9.275, 3.260], [-1.484, 9.894, -0.027], [0.579, 0.347, 1.526], [-1.653, 3.735, 0.016], [-0.397, -0.147, -0.577], [0.063, -0.123, 0.152], [-2.044, -1.329, -1.692], [0.657, -0.867, 0.601], [-0.065, 0.458, -0.696], [-0.791, -0.038, -2.599], [0.813, -1.059, 0.833], [-0.801, -1.596, -0.798]], "homo_lumo_gap_ev": [6.538, 8.119], "multiplicity": 3, "max_force_ev_per_a": 11.09, "e_lumo_ev": [0.97, -2.20], "e_tot_ha": -2829.66527, "s_squared": 2.0066}

No. 6
{"formula": "C4H6BrFO", "method": "ωB97M-V/def2-TZVPD", "species": ["C", "C", "C", "C", "O", "F", "Br", "H", "H", "H", "H", "H", "H"], "coordinates": [[-0.66729, 0.39089, -0.23989], [-1.27303, -0.26527, -1.44280], [1.33181, 0.51451, 1.31356], [0.77442, 0.14501, 0.01575], [-1.25747, 1.14831, 0.49632], [-0.73944, -1.73356, 1.27442], [1.82681, -0.71653, -1.21500], [-2.35309, -0.25531, -1.33921], [-0.93358, -1.29140, -1.55286], [-0.99372, 0.29724, -2.33362], [0.87473, 1.44944, 1.64820], [2.41651, 0.55133, 1.32742], [0.99333, -0.23466, 2.04770]], "forces_ev_per_a": [[-1.618, -0.160, -0.246], [-0.176, -0.072, 0.069], [0.275, 0.356, -0.067], [0.466, -1.649, 1.667], [0.608, 0.006, -0.305], [1.008, 1.206, -1.032], [-0.297, 0.385, 0.327], [-0.014, 0.062, 0.049], [-0.022, -0.010, 0.076], [0.022, 0.056, -0.118], [-0.026, -0.013, -0.064], [0.025, 0.021, -0.075], [-0.251, -0.187, -0.279]], "homo_lumo_gap_ev": 6.457, "multiplicity": 1, "max_force_ev_per_a": 2.39, "e_lumo_ev": -3.10, "e_tot_ha": -2904.99577}

No. 7
{"formula": "C4H6BrN", "method": "ωB97M-V/def2-TZVPD", "species": ["C", "N", "C", "Br", "C", "C", "H", "H", "H", "H", "H", "H"], "coordinates": [[-1.35116, 2.74159, 0.30308], [-0.58855, 2.03386, -0.34027], [-0.65534, 0.34385, -0.09101], [-2.09118, -0.36278, 0.95599], [0.35028, -0.36674, -0.57063], [0.67107, -1.80331, -0.35943], [-1.34289, 3.83055, 0.00808], [-2.00234, 2.60479, 1.16874], [1.08467, 0.00808, -1.22500], [1.55424, -2.09163, 0.29028], [0.77143, -2.14525, -1.37538], [-0.19731, -2.37231, 0.19034]], "forces_ev_per_a": [[-1.303, 3.486, 1.142], [0.855, -5.969, -1.299], [0.370, 3.870, 0.065], [0.533, 0.384, -0.261], [-0.174, -0.608, 1.293], [-1.994, -1.781, 2.032], [0.215, -0.890, 0.294], [-0.135, -1.017, -0.191], [0.520, 1.563, -0.517], [-0.623, 0.954, -1.057], [0.321, -1.003, -0.167], [1.416, 1.011, -1.335]], "homo_lumo_gap_ev": 9.950, "multiplicity": 1, "max_force_ev_per_a": 6.17, "e_lumo_ev": 0.71, "e_tot_ha": -2784.68519}

No. 8
{"formula": "C4H6BrN", "method": "ωB97M-V/def2-TZVPD", "species": ["Br", "C", "N", "C", "C", "C", "H", "H", "H", "H", "H", "H"], "coordinates": [[-2.92091, -0.29757, -0.25685], [-1.17438, 0.27102, -0.04948], [-0.71025, 1.07126, -0.87619], [0.62129, 1.33219, -0.51009], [1.00343, 0.58389, 0.54658], [-0.22045, -0.16428, 1.05943], [1.15482, 2.03777, -1.16784], [2.07798, 0.60313, 0.79854], [-0.09726, -1.21143, 0.99907], [-0.28564, -0.01488, 2.11174], [0.59115, -1.90944, -1.23422], [-0.03979, -2.30166, -1.42070]], "forces_ev_per_a": [[-0.742, -0.525, 0.248], [-0.658, -0.477, 2.136], [0.302, 1.170, -1.275], [0.427, -0.260, -0.081], [0.965, 0.979, -1.060], [1.567, 0.804, -1.735], [-0.003, -0.580, 0.725], [-0.953, -0.385, 0.665], [0.230, -1.442, -0.367], [-1.149, 0.709, 0.774], [-0.637, -0.402, -0.222], [0.651, 0.411, 0.192]], "homo_lumo_gap_ev": 9.865, "multiplicity": 1, "max_force_ev_per_a": 2.47, "e_lumo_ev": 0.74, "e_tot_ha": -2784.70222}

No. 9
{"formula": "C4H6BrN2O", "method": "ωB97M-V/def2-TZVPD", "species": ["N", "C", "C", "N", "C", "C", "O", "Br", "H", "H", "H", "H", "H", "H"], "coordinates": [[0.28768, -0.01242, -0.84824], [1.14366, -0.91012, -0.23955], [0.88359, -1.58458, 0.92006], [0.11518, -0.95190, 1.74318], [-0.58213, 0.12899, 1.69368], [-1.26483, 0.73488, 0.57888], [-1.33201, 1.99527, 0.23758], [-2.81048, -0.32295, -0.13453], [0.85766, 0.55376, -1.45562], [-0.49098, -0.24094, -1.40935], [2.26564, -0.93599, -0.36081], [1.50360, -2.34012, 1.33196], [-0.41982, 0.83347, 2.61617], [-2.12893, 2.06259, -0.29304]], "forces_ev_per_a": [[2.801, -0.003, 0.641], [1.452, -0.848, -0.499], [-0.800, 0.041, -1.207], [-1.722, 1.063, 2.208], [0.601, 2.192, 1.521], [-0.887, -1.340, -0.757], [0.141, -0.844, 1.226], [1.385, 0.614, 0.379], [0.167, 0.889, -0.090], [-1.229, -1.352, -0.174], [-1.314, 0.622, -1.114], [0.528, -0.692, -0.002], [-0.580, -1.134, -1.752], [-0.543, 0.792, -0.380]], "homo_lumo_gap_ev": 8.194, "multiplicity": 1, "max_force_ev_per_a": 3.00, "e_lumo_ev": -5.28, "e_tot_ha": -2914.39581, "charge": 1}

Copy entry 8 word for word.
{"formula": "C4H6BrN", "method": "ωB97M-V/def2-TZVPD", "species": ["Br", "C", "N", "C", "C", "C", "H", "H", "H", "H", "H", "H"], "coordinates": [[-2.92091, -0.29757, -0.25685], [-1.17438, 0.27102, -0.04948], [-0.71025, 1.07126, -0.87619], [0.62129, 1.33219, -0.51009], [1.00343, 0.58389, 0.54658], [-0.22045, -0.16428, 1.05943], [1.15482, 2.03777, -1.16784], [2.07798, 0.60313, 0.79854], [-0.09726, -1.21143, 0.99907], [-0.28564, -0.01488, 2.11174], [0.59115, -1.90944, -1.23422], [-0.03979, -2.30166, -1.42070]], "forces_ev_per_a": [[-0.742, -0.525, 0.248], [-0.658, -0.477, 2.136], [0.302, 1.170, -1.275], [0.427, -0.260, -0.081], [0.965, 0.979, -1.060], [1.567, 0.804, -1.735], [-0.003, -0.580, 0.725], [-0.953, -0.385, 0.665], [0.230, -1.442, -0.367], [-1.149, 0.709, 0.774], [-0.637, -0.402, -0.222], [0.651, 0.411, 0.192]], "homo_lumo_gap_ev": 9.865, "multiplicity": 1, "max_force_ev_per_a": 2.47, "e_lumo_ev": 0.74, "e_tot_ha": -2784.70222}